(1)
C50H100N10 | the ωB97M-V functional and the def2-TZVPD basis

The geometry in XYZ format:
```
160
Properties=species:S:1:pos:R:3:forces:R:3
N 1.8669 -1.7668 -5.2491 -1.6 -1.7 -1.2
C 0.9434 -2.8516 -5.4161 1.9 0.9 -1.3
C 0.4592 -3.2367 -4.2117 1.1 0.8 0.5
C 1.0776 -2.3485 -3.2504 -0.2 0.1 -0.8
C 1.8920 -1.4554 -3.9573 -0.5 -0.6 2.7
H 2.4925 -1.4074 -5.9559 -0.4 -0.1 0.1
H 0.9070 -3.2745 -6.4092 -0.4 -0.1 0.1
H -0.1663 -4.0958 -4.0190 -0.1 0.2 0.0
H 0.8637 -2.3985 -2.1930 0.3 0.4 -0.1
H 2.4879 -0.6563 -3.5417 0.0 0.0 -0.2
N 8.7070 -1.7730 0.8950 -2.2 1.5 -0.3
C 7.3119 -1.7215 0.7823 0.1 -2.5 0.7
C 6.8182 -0.4400 0.6209 -0.1 -3.3 -0.5
C 7.9742 0.2726 0.5288 1.9 3.9 0.1
C 9.1014 -0.4641 0.7429 0.7 -0.8 0.2
H 9.2749 -2.5579 1.1804 -0.3 0.2 -0.2
H 6.8209 -2.6783 0.8822 -0.4 0.2 0.0
H 5.7703 -0.2083 0.5007 0.2 0.3 -0.1
H 7.9905 1.3453 0.4044 0.2 0.1 -0.1
H 10.1539 -0.2415 0.8387 -0.2 0.4 -0.2
N -5.1318 -0.9375 -0.4599 -0.1 -1.2 -0.2
C -6.0540 -0.3994 -1.3036 0.7 0.8 0.8
C -5.8645 0.9510 -1.1339 -2.3 1.9 -1.0
C -4.9393 1.2699 -0.1331 0.7 -1.9 -0.5
C -4.4253 0.0150 0.1640 0.6 1.1 1.6
H -5.1623 -1.9023 -0.1627 0.5 -0.1 -0.2
H -6.7541 -1.0220 -1.8408 0.2 0.3 -0.1
H -6.4223 1.7365 -1.6220 -0.2 -0.2 -0.3
H -4.6635 2.2260 0.2867 0.1 -0.1 -0.3
H -3.5861 -0.1981 0.8095 -0.2 -0.4 0.2
N -5.7615 -4.2446 -1.5816 2.2 1.3 1.1
C -6.5100 -4.0962 -0.4493 -1.0 -1.0 -0.1
C -5.7186 -4.0347 0.6804 1.8 0.1 -1.3
C -4.3456 -3.9454 0.1880 -1.6 -0.8 -2.6
C -4.4366 -4.0630 -1.2551 0.0 -0.3 3.0
H -6.0343 -4.3161 -2.5514 -0.5 0.1 -0.1
H -7.5788 -4.1611 -0.5898 0.0 -0.1 0.4
H -5.9631 -4.1805 1.7222 -0.4 0.4 -0.1
H -3.4371 -3.9119 0.7711 0.0 0.1 -0.1
H -3.6423 -4.0671 -1.9868 -0.2 0.0 -0.1
N 6.7247 -0.3486 3.6677 1.1 -0.8 1.5
C 5.5466 -0.4183 4.3532 -0.4 0.7 -1.5
C 5.8011 -0.2477 5.6666 -2.7 -0.1 0.6
C 7.1414 -0.2123 5.8522 3.1 -0.6 -0.1
C 7.7892 -0.3278 4.6098 -2.1 0.3 0.1
H 6.7789 -0.5562 2.6808 0.4 0.1 0.1
H 4.6105 -0.5106 3.8225 0.1 0.1 0.1
H 5.0527 -0.1597 6.4402 0.0 -0.2 0.0
H 7.5182 -0.3091 6.8597 0.7 0.4 -0.2
H 8.8261 -0.4188 4.3218 -0.2 0.2 0.0
C -1.9757 -10.6160 0.9989 -0.3 0.3 1.9
C -1.6321 -9.1655 0.6389 -0.7 -0.5 -3.0
N -2.7207 -8.5315 -0.0898 -2.6 0.9 1.0
C -3.0232 -9.1084 -1.4130 -0.5 2.6 0.4
C -4.4448 -8.6778 -1.8785 -0.5 -1.5 -0.4
C -2.5788 -7.0418 -0.1254 -2.1 -1.3 1.0
C -1.5004 -6.6040 -0.9730 3.0 1.1 -1.0
H -2.5674 -11.3209 0.4149 0.7 0.5 -1.3
H -2.7127 -10.5707 1.8007 0.2 0.3 0.7
H -1.0850 -11.1011 1.3983 -0.1 -0.3 -0.1
H -1.3020 -8.5400 1.4683 -0.2 -0.3 0.1
H -0.9082 -9.1183 -0.1747 1.6 -0.7 0.6
H -2.8893 -10.1899 -1.4360 0.0 0.3 0.0
H -2.3453 -8.5580 -2.0653 0.5 -0.8 -0.8
H -4.7239 -7.6893 -2.2431 1.0 0.5 0.6
H -5.2055 -8.9576 -1.1497 0.1 0.0 0.2
H -4.6924 -9.2549 -2.7694 0.1 -0.4 -0.1
H -3.4096 -6.4514 -0.5119 -1.0 -1.0 0.1
H -2.5760 -6.7375 0.9213 0.7 0.1 0.1
H -0.6646 -7.3034 -0.9531 0.3 0.1 -0.1
H -1.7571 -6.4334 -2.0185 -0.3 -0.2 -0.1
H -1.0899 -5.6455 -0.6556 0.0 0.2 0.1
C -0.6924 -2.3963 0.2309 -0.2 0.5 0.5
C 0.5735 -1.7276 0.8575 0.8 0.1 -1.0
N 1.2138 -0.5894 0.0568 -1.4 -2.9 -0.5
C 2.6019 -0.3079 0.3668 -1.6 0.1 0.0
C 2.7853 0.3227 1.7315 2.6 -0.2 0.0
C 0.2489 0.4522 -0.1492 0.0 1.4 -0.3
C 0.6153 1.4464 -1.2558 1.7 -0.3 0.9
H -1.6404 -1.8887 0.4091 0.1 0.3 0.1
H -0.8378 -3.3820 0.6728 0.2 -0.1 0.2
H -0.6583 -2.5679 -0.8450 0.4 0.2 0.0
H 0.4918 -1.4370 1.9049 -0.9 0.4 0.2
H 1.2374 -2.5828 0.9834 0.8 0.2 -0.6
H 3.1835 -1.2189 0.2258 -0.2 -0.3 0.3
H 3.0291 0.3767 -0.3660 -0.2 0.1 -0.2
H 2.9204 1.3992 1.6262 -1.0 0.2 0.5
H 2.2935 -0.0890 2.6128 -0.7 0.4 -0.4
H 3.8194 0.0502 1.9425 0.5 0.0 0.3
H 0.1416 1.0715 0.7414 -0.3 0.1 0.6
H -0.7433 0.0688 -0.3870 0.2 -0.5 0.1
H 1.4975 1.9826 -0.9064 0.1 0.5 0.3
H -0.1349 2.2202 -1.4188 -0.1 -0.5 -0.5
H 1.0761 0.9053 -2.0822 -1.0 0.1 -0.7
C -0.8530 5.0910 5.8792 -0.7 -0.1 -0.6
C 0.6108 5.2144 6.2096 0.6 -0.2 0.6
N 1.4107 3.9578 6.1530 -0.6 -0.8 0.5
C 1.0649 3.1513 4.9647 1.3 1.7 0.6
C 1.5251 3.9097 3.6897 0.3 -1.1 -0.1
C 1.2127 3.1629 7.4076 0.5 0.9 -0.2
C 1.8840 1.7677 7.5680 -1.3 0.7 -1.4
H -1.4387 6.0072 5.8040 0.6 0.5 0.0
H -1.4005 4.5622 6.6594 0.1 -0.6 -0.3
H -0.9281 4.6367 4.8912 -0.5 -0.3 0.2
H 1.1279 5.9242 5.5639 -0.2 0.2 0.0
H 0.6350 5.5731 7.2386 0.6 0.2 0.0
H 1.6820 2.2615 5.0894 -0.3 -0.1 -0.4
H 0.0047 2.8980 4.9701 -0.1 -0.3 -0.3
H 2.4298 4.5073 3.8021 0.0 -0.1 0.7
H 1.8621 3.0758 3.0741 -0.3 0.3 -0.9
H 0.8345 4.5703 3.1655 -0.4 -0.4 0.2
H 0.1353 3.0648 7.5406 -0.3 -0.4 0.4
H 1.5695 3.8407 8.1831 0.0 -0.1 0.3
H 2.9273 1.6839 7.2635 0.1 0.4 0.5
H 1.3553 1.1388 6.8517 0.0 -0.5 0.1
H 1.6444 1.3872 8.5609 0.4 0.0 0.0
C 3.2785 8.7752 -1.7262 -0.9 0.7 -0.2
C 2.0747 7.8305 -1.7568 0.4 0.2 -1.1
N 1.6850 7.2794 -0.4998 -0.5 -1.7 0.7
C 1.1831 8.2731 0.4851 -0.3 0.1 -1.4
C 0.0281 9.0842 -0.0978 0.1 0.9 0.0
C 0.7086 6.2059 -0.7931 -0.5 -1.0 1.2
C 0.3877 5.3503 0.4462 1.4 0.5 0.8
H 3.1451 9.4273 -0.8630 0.4 0.1 0.0
H 3.1923 9.4115 -2.6070 0.1 0.2 -0.1
H 4.3029 8.4037 -1.7505 -0.3 -0.6 0.3
H 1.1949 8.2894 -2.2078 -0.1 1.0 -0.1
H 2.2019 7.0656 -2.5229 0.6 -0.6 0.5
H 0.8001 7.7800 1.3786 0.5 -0.1 0.0
H 2.0023 8.9439 0.7440 0.0 -0.2 0.2
H -0.2638 9.8988 0.5649 -0.5 -0.4 0.6
H 0.2912 9.6904 -0.9647 0.3 -0.4 -0.4
H -0.7958 8.4266 -0.3749 -0.2 0.3 0.2
H 1.1120 5.4611 -1.4791 0.5 0.5 -0.3
H -0.2250 6.5372 -1.2479 -0.1 0.5 -0.2
H 0.0891 5.9153 1.3292 -0.8 0.1 -0.3
H 1.3668 5.0334 0.8055 0.2 -0.5 -0.1
H -0.2166 4.4499 0.3359 -0.2 0.3 -0.4
C -3.1671 2.2999 -2.9126 -0.5 -0.1 -1.6
C -2.7968 2.2691 -4.4384 -0.3 -1.0 0.3
N -3.5019 1.1916 -5.2343 0.5 0.1 1.0
C -3.1034 -0.1842 -4.8235 0.2 1.2 0.4
C -1.5912 -0.3461 -4.8169 0.3 -1.4 -0.1
C -3.2953 1.3260 -6.6616 -1.7 0.5 0.4
C -4.2929 0.5045 -7.5432 1.8 0.2 -0.7
H -3.4406 1.3037 -2.5650 0.2 0.2 0.2
H -4.0524 2.9300 -2.8264 -0.1 -0.1 0.3
H -2.3674 2.7324 -2.3114 0.0 -0.1 0.0
H -3.0210 3.2440 -4.8713 -0.2 -0.1 -0.2
H -1.7166 2.1388 -4.5040 0.2 0.1 -0.2
H -3.5545 -0.8347 -5.5728 0.0 -0.2 0.5
H -3.5394 -0.3368 -3.8363 0.0 -0.5 -0.1
H -1.0496 0.2729 -4.1017 -0.1 0.4 -0.4
H -1.2383 -0.3215 -5.8479 0.4 0.9 0.0
H -1.2246 -1.3423 -4.5696 -0.6 -0.3 0.4
H -3.5787 2.3642 -6.8343 0.3 0.2 -0.5
H -2.2552 1.2072 -6.9651 0.2 -0.3 -0.2
H -3.8474 0.6606 -8.5256 -0.6 0.7 -0.6
H -4.1978 -0.5798 -7.5997 -0.3 -0.2 1.1
H -5.3294 0.8393 -7.5015 0.2 -0.1 0.1
```
Positions in Å, forces in eV/Å.

Output
Gap between HOMO and LUMO (alpha / beta) (eV): 1.219 / 7.553
Highest occupied orbital energy (alpha / beta) (eV): 0.7 / -5.7
2S+1: 2
F_max (Eh/bohr): 0.0849
Total charge: -1
Energy above the lowest of the compared OMol25 structures with the same formula, charge and spin (kcal/mol): 33.3


(2)
C50H102F12N10O12S4 | the ωB97M-V functional and the def2-TZVPD basis

The geometry in XYZ format:
```
190
Properties=species:S:1:pos:R:3:forces:R:3
C 20.7124 0.5792 15.3741 1.1 0.6 -0.5
C 21.2877 0.4187 16.7704 -0.8 -0.9 1.6
C 22.7203 -0.1347 16.8685 -0.1 -0.1 -1.0
O 22.6323 -1.4898 16.4867 -0.8 0.0 0.2
C 23.6493 -2.3156 16.9956 1.1 -0.9 -0.2
N 21.1421 1.6409 17.6865 0.0 1.7 -1.2
H 21.8877 2.3454 17.6054 0.5 -0.5 0.1
H 20.3599 2.2246 17.3662 -0.4 -0.4 0.3
H 21.0065 1.4356 18.6776 0.1 -0.2 0.0
H 21.0943 1.4878 14.8986 -0.2 0.1 0.1
H 19.6326 0.5356 15.2541 0.0 0.1 0.5
H 21.1338 -0.2123 14.7521 0.0 -0.2 0.2
H 20.6330 -0.2578 17.3240 0.2 -0.4 -0.2
H 23.1844 -0.0253 17.8507 -0.2 0.1 0.2
H 23.3294 0.3864 16.1214 0.3 0.2 0.2
H 23.6519 -2.4687 18.0777 -0.1 0.6 0.1
H 24.6349 -2.0001 16.6399 0.0 0.3 0.3
H 23.5472 -3.3243 16.5882 -0.4 0.2 -0.2
C 24.3078 -3.0298 5.4756 0.4 -0.7 0.5
C 24.8315 -1.9431 6.3684 0.8 1.8 -0.3
C 23.7788 -1.3324 7.3264 1.2 -1.7 -1.4
O 24.3751 -0.3384 8.0696 0.6 0.4 0.0
C 23.6884 0.1116 9.2204 -0.4 -0.4 1.0
N 26.0146 -2.4589 7.1564 -0.2 0.0 2.1
H 26.2777 -1.8202 7.9221 0.0 0.8 -0.7
H 25.7437 -3.2416 7.7639 0.2 -0.6 -0.8
H 26.8735 -2.6519 6.6365 -0.2 -0.3 -0.2
H 24.1192 -3.9007 6.1136 -0.3 -0.1 -0.2
H 25.0698 -3.3604 4.7700 -0.1 0.2 -0.2
H 23.3946 -2.7566 4.9552 0.1 0.1 -0.1
H 25.2905 -1.1067 5.8349 -0.2 -0.1 -0.3
H 23.4852 -2.2602 7.8424 -0.8 0.6 0.8
H 23.0213 -0.9866 6.6195 -0.4 0.2 0.5
H 24.1400 -0.3349 10.1136 -0.1 -0.3 -0.1
H 22.6345 -0.1708 9.1646 0.0 0.1 0.1
H 23.7481 1.1801 9.4244 0.2 0.1 -0.8
C 17.2028 -5.8924 7.1981 0.3 1.1 0.0
C 18.5037 -5.0791 7.2392 0.1 -1.1 -0.1
C 18.5538 -3.7639 6.4740 1.1 0.5 -0.9
O 19.8965 -3.2865 6.5718 0.1 -0.2 1.7
C 20.2218 -2.2853 5.6432 -0.4 0.6 0.0
N 18.8109 -4.7799 8.6802 -0.6 0.6 0.5
H 18.0114 -4.2813 9.1403 0.3 0.4 0.0
H 18.9347 -5.5902 9.2889 0.2 -0.2 -0.4
H 19.6487 -4.1928 8.7098 -0.1 0.1 0.1
H 17.3336 -6.8278 7.7416 0.0 0.0 0.1
H 16.9085 -6.1218 6.1766 0.1 0.1 -0.1
H 16.4549 -5.2544 7.6766 -0.3 -0.5 -0.1
H 19.3339 -5.7272 6.9552 0.1 0.3 -0.5
H 17.8724 -2.9770 6.8144 -0.3 -0.3 0.2
H 18.4307 -3.8751 5.3907 -0.8 -0.6 0.2
H 21.2464 -1.9607 5.8223 0.3 -0.9 -0.6
H 19.7377 -1.3079 5.7981 -0.8 -0.4 0.1
H 19.9435 -2.7128 4.6754 0.7 0.7 -0.4
C 12.6389 -7.6616 7.4539 -0.3 -0.5 0.3
C 13.8973 -7.4916 8.3059 1.5 0.5 -1.0
C 13.6977 -7.4003 9.7954 -0.5 1.1 0.3
O 14.8262 -6.8868 10.4797 1.0 -1.6 -1.4
C 14.6645 -6.5624 11.8288 1.5 0.4 0.6
N 14.9902 -8.5633 7.9389 -0.8 0.4 0.6
H 14.5805 -9.4846 8.1000 0.3 -0.3 -0.6
H 15.2885 -8.3704 6.9849 -0.3 -0.7 -0.3
H 15.8354 -8.4789 8.5041 -0.3 0.1 0.4
H 12.0759 -8.5878 7.5945 0.2 -0.1 0.5
H 12.7803 -7.6274 6.3735 0.5 0.3 0.1
H 11.9521 -6.8641 7.7354 0.1 0.1 -0.1
H 14.4495 -6.6141 7.9664 -0.4 0.4 0.2
H 13.3218 -8.3658 10.1481 -0.1 0.2 0.5
H 12.9867 -6.5718 9.9004 -0.8 -0.7 0.0
H 15.6548 -6.2371 12.1802 0.0 0.3 -0.4
H 14.5632 -7.4342 12.4813 -1.2 0.1 -0.1
H 14.0498 -5.6648 11.9316 -0.7 -0.6 0.4
C 11.7140 -0.4108 10.5343 0.1 0.0 -0.8
C 11.6538 -0.1598 12.0311 -0.3 -2.6 -0.2
C 12.7244 -1.0379 12.7050 0.2 1.7 1.5
N 12.9359 -0.6728 14.2270 -0.5 1.4 -1.5
C 13.4028 0.7598 14.3104 1.6 0.1 -0.4
C 13.9228 1.2008 15.6808 -0.8 0.3 -0.2
C 14.8478 0.1521 16.2810 1.4 -1.1 -1.4
C 14.5018 -1.3444 16.0850 -1.3 0.8 -0.3
C 14.0219 -1.5981 14.6636 0.0 -0.5 0.3
C 11.6111 -0.6753 14.9714 0.7 -0.4 0.0
H 10.9004 0.0957 10.0148 0.2 0.4 0.0
H 11.6076 -1.4432 10.1922 0.0 -0.2 0.6
H 12.6846 -0.0971 10.1383 -0.1 0.3 -0.1
H 10.7161 -0.6149 12.3563 -0.4 0.9 0.2
H 11.7364 0.9064 12.2122 -0.1 -0.1 0.3
H 13.6907 -0.8474 12.2381 0.1 -0.2 0.1
H 12.5708 -2.1043 12.8396 -0.6 -0.1 -1.0
H 14.2588 0.8640 13.6336 0.0 -0.5 -0.1
H 12.6599 1.4259 13.8835 -0.3 -0.2 0.4
H 14.5397 2.0666 15.4342 -0.1 0.1 0.2
H 13.0957 1.6119 16.2612 0.1 -0.5 0.5
H 15.6966 0.1801 15.5777 0.4 0.5 0.4
H 15.2473 0.3165 17.2779 -0.4 0.3 0.1
H 15.3810 -1.9837 16.1466 0.0 0.1 0.8
H 13.7053 -1.5857 16.7903 0.3 -0.7 0.1
H 14.8267 -1.5482 13.9232 0.1 0.8 0.1
H 13.7360 -2.6387 14.4876 -0.7 0.1 0.5
H 11.0389 -1.5370 14.6422 -0.1 -0.1 0.4
H 11.0894 0.2522 14.7525 -0.1 -0.2 -0.3
H 11.8176 -0.6358 16.0381 -0.1 -0.5 0.0
C 18.4403 -4.0109 18.1393 0.9 -0.7 0.5
C 19.4462 -4.9418 17.4098 -0.3 0.9 -0.5
C 19.4923 -4.5684 15.9150 0.4 -1.0 0.2
N 20.1493 -5.6085 14.9963 0.0 -0.2 -0.5
C 21.5514 -6.0320 15.4348 0.0 0.0 1.1
C 22.1692 -7.1664 14.6244 0.8 0.3 0.4
C 21.2820 -8.3878 14.6706 0.4 -1.2 -0.1
C 19.9190 -8.0142 14.1727 -0.1 0.9 -0.2
C 19.3044 -6.8807 14.9651 -0.3 0.4 -0.1
C 20.2681 -4.9630 13.6324 0.1 -1.1 0.3
H 17.5895 -3.6838 17.5470 0.1 0.0 -0.1
H 19.0264 -3.1874 18.5445 -0.5 0.4 -0.1
H 18.0781 -4.5763 18.9966 -0.2 0.2 0.1
H 19.2038 -5.9801 17.6239 0.0 0.0 -0.3
H 20.4251 -4.7278 17.8373 0.1 -0.3 0.0
H 20.0733 -3.6580 15.7679 0.0 0.1 0.1
H 18.5066 -4.4314 15.4714 -0.1 0.0 0.1
H 21.4462 -6.3709 16.4690 -0.3 -0.3 -0.1
H 22.2099 -5.1746 15.5835 -0.2 0.3 -0.7
H 23.1293 -7.3774 15.1030 -0.1 0.0 0.2
H 22.4956 -6.8565 13.6286 -0.5 0.0 -0.2
H 21.2927 -8.8303 15.6715 -0.4 0.4 0.2
H 21.6599 -9.2336 14.0913 0.2 0.3 -0.3
H 19.1728 -8.8068 14.1352 0.2 -0.2 0.0
H 20.0438 -7.5973 13.1659 -0.2 -0.6 -0.2
H 19.1409 -7.1525 16.0056 -0.1 0.0 -0.1
H 18.3711 -6.6273 14.4601 -0.2 0.3 0.4
H 20.7209 -5.7249 13.0022 0.7 0.5 0.0
H 20.8550 -4.0744 13.8415 0.2 0.0 -0.7
H 19.3416 -4.7583 13.0954 -0.5 0.3 0.9
C 15.0335 2.1166 9.1342 -0.7 0.4 -0.7
N 15.5265 2.2987 7.7483 1.0 0.0 -0.9
C 16.7401 2.8439 7.4885 -0.7 -0.2 0.2
C 17.1137 3.1253 6.1865 0.4 1.0 0.8
C 16.2015 2.9856 5.1663 -1.2 -1.4 -1.3
C 15.0190 2.2543 5.4111 0.4 0.7 0.3
C 14.7208 1.9566 6.7192 0.1 -0.5 1.1
C 16.4175 3.4738 3.7593 0.9 0.2 0.3
C 17.6323 3.3181 3.0824 -0.4 0.5 0.2
C 17.7679 3.8741 1.8181 0.0 -0.5 0.9
N 16.7290 4.5016 1.2485 0.0 -0.5 -0.8
C 15.5557 4.6774 1.8794 0.1 -0.1 0.2
C 15.3953 4.1926 3.1639 -0.4 -0.4 0.3
C 16.8868 4.9938 -0.1554 -0.8 0.2 0.0
H 14.1029 1.5665 9.0224 -0.1 0.1 0.2
H 14.7850 3.1227 9.4670 0.1 -0.1 0.4
H 15.6835 1.5517 9.7959 0.4 0.3 -0.2
H 17.2940 3.0746 8.3866 0.4 0.1 -0.2
H 18.0450 3.6438 5.9960 0.1 -0.1 0.2
H 14.3065 1.9589 4.6464 -0.1 0.1 0.0
H 13.8787 1.3893 7.0746 -0.4 0.3 -0.7
H 18.4404 2.8237 3.6013 0.2 0.0 -0.4
H 18.6944 3.8204 1.2665 -0.1 0.0 -0.2
H 14.8008 5.2023 1.3113 -0.1 0.0 0.2
H 14.4986 4.2639 3.7736 -0.4 0.5 -0.6
H 17.2223 6.0206 -0.0392 0.3 -0.1 -0.6
H 15.9318 4.9658 -0.6808 -0.2 0.3 0.5
H 17.4768 4.3282 -0.7800 0.7 0.2 0.5
C 12.0161 -0.6125 6.1027 0.3 1.5 -1.2
F 11.8317 -1.7220 5.4071 -0.5 0.2 0.4
F 11.5660 -0.7075 7.3442 0.2 -0.4 -0.2
F 13.3704 -0.4205 6.1076 0.1 -0.4 0.7
S 11.3438 0.9507 5.2198 0.1 0.8 0.1
O 12.2934 1.2553 4.1573 -0.4 -0.8 0.7
O 9.9916 0.6407 4.8469 1.0 0.2 0.8
N 11.6414 2.0544 6.4818 -0.4 -2.5 -1.3
S 11.3094 3.4954 5.9570 -0.1 3.3 -0.6
O 12.2836 4.0691 5.0220 -0.2 -0.8 0.6
O 9.9207 3.7105 5.6620 0.7 -0.2 0.2
C 11.7046 4.5493 7.5154 -0.9 -1.6 -0.1
F 11.8688 5.8324 7.2814 0.1 -0.4 -0.1
F 10.7258 4.3613 8.4031 0.2 0.3 -0.1
F 12.8360 4.0402 8.0918 0.4 0.3 0.0
C 14.9172 -1.9106 8.6941 0.5 -1.6 0.6
F 13.6564 -2.1029 8.4269 -0.6 0.2 -0.2
F 15.6271 -2.0882 7.5788 0.3 0.3 0.1
F 15.1307 -0.7258 9.2135 0.1 0.3 -0.2
S 15.2967 -3.3100 9.9367 -0.1 0.3 -0.2
O 14.3155 -3.0880 10.9794 1.6 0.0 -0.3
O 15.1384 -4.5032 9.1547 0.6 0.3 -0.1
N 16.9725 -3.2059 10.3248 -2.6 -0.3 -1.1
S 17.1948 -2.3447 11.6081 1.5 2.4 2.6
O 16.5022 -1.0614 11.6462 0.3 -1.3 -0.2
O 17.2502 -3.1059 12.8392 -0.2 -0.1 -0.5
C 19.0353 -1.7679 11.4833 -2.1 0.3 -1.2
F 19.8354 -2.7792 11.1282 0.4 -0.1 0.4
F 19.0998 -0.8423 10.5045 0.3 -0.3 0.5
F 19.3987 -1.2127 12.6363 0.2 -0.5 -0.5
```
Positions in Å, forces in eV/Å.

Output
Gap between HOMO and LUMO (eV): 6.135
Highest occupied orbital energy (eV): -17.1
F_max (Eh/bohr): 0.0736
Total charge: +6


E (computed, eV): -68363.6665, -168861.4802